Entry from the OMol25 dataset: 16 unconnected molecules or ions with the total composition C33H14Cl60O4 (wB97M-V/def2-TZVPD).

Computed properties:
Multiplicity: 1
Net charge: 0
Frontier orbital gap (Eh): 0.2852
HOMO level (eV): -9.0355
Max |F| (eV/A): 4.9

```
111
C33H14Cl60O4, DFT wB97M-V/def2-TZVPD
O -4.2174 2.4633 0.8674
C -3.7523 1.3023 1.0782
O -4.3287 0.5276 2.1290
C -2.5245 0.8362 0.1674
C -1.3151 1.9096 0.2827
C 0.0672 1.1362 0.5585
C 1.1070 1.9280 1.4746
C 2.3367 2.7229 0.9196
C 3.3751 3.4569 1.8408
C 3.2104 3.4421 3.4060
C 1.9778 2.6499 3.9525
C 0.9465 1.9023 3.0190
C -0.2520 1.0818 3.7248
O -1.4387 1.0937 3.3009
C 0.1899 0.2785 5.0541
C -0.3352 -1.1492 5.3439
C 0.1712 -1.8646 6.6162
C 1.2178 -1.1328 7.5694
C 1.7235 0.3047 7.2797
C 1.2105 1.0281 5.9998
C 1.6827 2.5066 5.5489
O 1.7774 3.4811 6.3371
H -4.4107 1.1794 2.8737
H -2.9094 0.7996 -0.9121
H -2.1310 -0.2094 0.4133
H -1.4585 2.6819 1.1071
H -1.2239 2.4069 -0.7445
H -0.1088 0.1136 1.0569
H 0.5793 0.9012 -0.4475
H 2.4919 2.7288 -0.2236
H 4.2893 4.0051 1.4152
H 3.9414 3.9352 4.1250
H -1.0723 -1.5929 4.5850
H -0.1993 -2.9220 6.8093
H 1.5809 -1.7036 8.4966
H 2.4577 0.8558 7.9676
C -3.1844 -0.5846 8.9948
Cl -3.1074 -1.0128 10.7181
Cl -3.8114 -1.9661 8.0686
Cl -4.2593 0.8131 8.7782
Cl -1.5592 -0.1719 8.4114
C 2.5136 -4.6721 9.3167
Cl 1.6517 -5.8614 10.3157
Cl 4.1071 -5.3175 8.8706
Cl 1.5734 -4.3452 7.8419
Cl 2.7231 -3.1677 10.2399
C 1.6025 -1.6534 -2.1658
Cl 2.0229 0.0053 -2.6471
Cl 2.8600 -2.2936 -1.0858
Cl 0.0425 -1.6486 -1.3148
Cl 1.4897 -2.6760 -3.6141
C 2.0264 -3.2663 -7.8150
Cl 3.7895 -3.0479 -7.8426
Cl 1.2318 -1.6780 -7.8718
Cl 1.5358 -4.2260 -9.2256
Cl 1.5607 -4.1090 -6.3165
C 7.2202 -0.2750 -8.5558
Cl 6.8419 -1.9983 -8.3444
Cl 8.6456 0.1433 -7.5826
Cl 7.5566 0.0516 -10.2692
Cl 5.8344 0.7043 -8.0270
C -0.6115 -5.3834 -12.8922
Cl 0.9125 -6.2961 -12.9314
Cl -1.4473 -5.5578 -14.4502
Cl -1.6451 -6.0128 -11.5914
Cl -0.2658 -3.6662 -12.5940
C -3.5737 3.8133 6.2050
Cl -3.1124 5.4593 5.7219
Cl -2.3431 3.1492 7.2988
Cl -5.1448 3.8576 7.0359
Cl -3.6941 2.7849 4.7617
C -2.4352 -4.0851 -7.2929
Cl -1.5237 -4.7302 -8.6683
Cl -3.6909 -5.2503 -6.8183
Cl -1.3360 -3.8091 -5.9216
Cl -3.1968 -2.5488 -7.7576
C -2.8530 6.1801 0.8373
Cl -1.3222 5.2776 0.8176
Cl -3.6656 6.0013 -0.7323
Cl -3.8994 5.5415 2.1221
Cl -2.5230 7.9000 1.1419
C -1.1330 -5.4493 -1.7860
Cl 0.4821 -4.9440 -1.2407
Cl -1.7319 -6.7439 -0.7278
Cl -2.2465 -4.0636 -1.7159
Cl -1.0393 -6.0440 -3.4580
C -7.3989 5.6704 -2.4310
Cl -7.2942 5.2366 -0.7121
Cl -8.0056 4.2806 -3.3571
Cl -8.5080 7.0444 -2.6296
Cl -5.7863 6.1206 -3.0273
C -6.6665 -1.0270 -9.2546
Cl -6.5434 -1.4586 -7.5348
Cl -7.3012 -2.4121 -10.1685
Cl -7.7636 0.3580 -9.4401
Cl -5.0576 -0.5949 -9.8759
C 5.4837 3.8781 7.9073
Cl 7.0186 2.9824 7.9124
Cl 4.7034 3.7085 6.3202
Cl 4.4124 3.2249 9.1653
Cl 5.7993 5.5960 8.2315
C 9.7988 4.2593 -7.2832
Cl 9.9363 5.1974 -8.7858
Cl 11.2360 3.2315 -7.0930
Cl 9.6773 5.3692 -5.9010
Cl 8.3470 3.2382 -7.3531
C -1.7365 -6.0297 3.5853
Cl -0.9425 -4.5890 4.2596
Cl -3.0041 -5.5283 2.4445
Cl -0.5328 -7.0250 2.7371
Cl -2.4648 -6.9751 4.9015
```